{"formula": "C11H11N3O", "method": "wB97M-V/def2-TZVPD", "species": ["C", "H", "C", "C", "H", "C", "H", "C", "H", "O", "H", "H", "N", "H", "H", "C", "C", "C", "C", "N", "H", "C", "C", "N", "H", "H"], "coordinates": [[-3.25, 0.97, 0.17], [2.07, 2.18, -0.92], [3.91, -1.01, 0.58], [1.91, 0.30, 0.24], [4.54, -1.77, 0.91], [3.99, 1.11, -0.62], [-1.27, -2.74, -0.86], [2.55, -0.85, 0.74], [1.99, -1.56, 1.38], [-3.66, -0.35, -0.12], [5.62, -0.28, -0.16], [-5.10, 1.76, 0.81], [0.61, 0.54, 0.28], [-2.37, -3.21, 0.36], [4.50, 1.93, -1.20], [-2.22, -2.50, -0.46], [-1.43, -0.15, 0.08], [-4.20, 2.09, 0.27], [4.61, -0.04, -0.15], [-0.15, -0.51, 0.15], [-4.51, 2.64, -0.71], [2.67, 1.36, -0.33], [-2.44, -1.08, -0.24], [-1.99, 1.12, 0.16], [-3.41, 2.84, 0.79], [-3.00, -2.79, -1.13]], "relative_energy_kj_mol": 247.39, "energy_ev": -18099.89449, "mol_weight_g_mol": 201.23, "smiles": "Cc1nc(/N=N/c2ccccc2)c(C)o1", "homo_lumo_gap_ev": [7.409, 7.410]}


{"formula": "C11H12BCl3N2O", "method": "wB97M-V/def2-TZVPD", "species": ["C", "H", "H", "C", "Cl", "C", "H", "C", "Cl", "H", "H", "C", "H", "N", "C", "H", "H", "C", "H", "B", "O", "C", "N", "Cl", "H", "H", "C", "C", "H", "C"], "coordinates": [[-0.80, 0.05, 1.71], [-3.90, 1.44, 2.26], [0.06, 2.54, -1.12], [0.60, 0.31, 1.32], [3.83, -1.91, 2.13], [-1.18, -1.30, 1.92], [-1.50, 2.07, 1.98], [0.37, 1.59, -1.51], [3.08, 0.64, 3.59], [0.93, 1.28, 0.93], [-0.40, -2.05, 2.00], [1.14, -0.46, -4.41], [1.99, 0.06, -4.85], [0.56, 0.47, -0.85], [-1.79, 1.03, 1.91], [-2.77, -2.71, 2.26], [-4.55, -0.96, 2.28], [-2.51, -1.66, 2.14], [0.95, -1.54, -1.56], [2.95, -0.30, 1.99], [1.47, -0.56, 1.70], [-3.50, -0.67, 2.20], [0.58, 1.40, -2.86], [3.60, 0.74, 0.58], [0.57, 2.11, -3.59], [0.29, -0.33, -5.08], [0.82, -0.50, -1.80], [-3.12, 0.68, 2.14], [1.37, -1.53, -4.35], [0.87, 0.07, -3.06]], "relative_energy_kj_mol": 24.21, "energy_ev": -54876.42443, "mol_weight_g_mol": 305.40, "homo_lumo_gap_ev": 8.754}


{"formula": "C11H12Cl3NO4Pt", "method": "wB97M-V/def2-TZVPD", "species": ["H", "H", "C", "H", "H", "Pt", "C", "H", "O", "C", "Cl", "Cl", "C", "O", "H", "H", "H", "C", "N", "C", "H", "C", "O", "H", "H", "C", "C", "H", "O", "C", "Cl", "C"], "coordinates": [[0.21, -1.23, -2.59], [-0.11, -0.40, 4.26], [0.45, 1.92, 1.80], [-2.81, 2.66, -2.25], [-1.20, 0.58, 3.29], [-0.06, -0.40, 0.05], [-0.90, 1.93, -2.90], [1.73, 0.36, 2.54], [0.16, 3.07, 2.04], [-1.64, -0.50, -1.78], [3.28, -0.16, -0.06], [-0.46, 3.46, -3.60], [3.67, -1.87, -0.24], [-2.95, -2.50, -1.50], [1.20, 1.54, 3.75], [-3.49, 0.48, -1.28], [4.26, -2.18, 0.61], [-0.39, -0.35, -2.40], [-0.40, -1.03, 2.25], [-0.04, 0.87, -2.98], [0.91, 0.98, -3.49], [0.89, 0.96, 2.88], [-1.14, -2.13, -0.20], [0.26, -1.78, 2.41], [-1.32, -1.45, 2.24], [-0.26, 0.03, 3.27], [-2.01, -1.83, -1.17], [4.21, -2.00, -1.17], [0.41, 1.46, 0.54], [-2.52, 0.60, -1.75], [2.22, -2.89, -0.30], [-2.15, 1.80, -2.29]], "energy_ev": -62094.41552, "mol_weight_g_mol": 523.66, "spin_multiplicity": 3, "homo_lumo_gap_ev": [7.658, 7.175]}


{"formula": "C11H12ClNOS", "method": "wB97M-V/def2-TZVPD", "species": ["O", "H", "S", "C", "H", "C", "N", "C", "C", "C", "C", "H", "H", "H", "C", "C", "C", "H", "H", "H", "Cl", "C", "C", "H", "H", "H", "H"], "coordinates": [[2.82, 2.36, 0.12], [-1.26, -3.50, 1.61], [1.18, -2.68, -0.40], [-2.60, -1.08, -0.25], [2.15, -0.45, -0.33], [1.44, 0.35, -0.41], [-1.43, -1.92, 0.06], [0.03, -0.15, -0.61], [-2.42, 0.48, -0.14], [0.57, 2.62, -0.17], [-1.13, 0.79, -0.21], [0.84, 3.60, -0.41], [-2.97, -1.24, -1.34], [4.21, 0.91, -0.25], [-1.78, -3.26, 0.60], [3.97, 1.73, 0.51], [-0.70, 2.19, -0.02], [4.59, 2.58, 0.49], [-2.89, -3.51, 0.79], [3.92, 1.37, 1.61], [-3.68, 1.49, 0.29], [-0.10, -1.70, -0.20], [1.66, 1.68, -0.18], [-0.27, -0.36, -1.71], [-1.33, -3.99, -0.05], [-1.38, 3.00, 0.28], [-3.43, -1.29, 0.32]], "relative_energy_kj_mol": 406.91, "energy_ev": -38493.27335, "mol_weight_g_mol": 241.74, "smiles": "COC1=C[C@H]2C(=S)N(C)CC(Cl)=C2C=C1", "homo_lumo_gap_ev": 8.087}


{"formula": "C11H12F2O2", "method": "wB97M-V/def2-TZVPD", "species": ["C", "C", "C", "O", "H", "C", "O", "C", "F", "H", "C", "H", "C", "H", "H", "H", "H", "H", "C", "C", "F", "H", "H", "C", "H", "H", "C"], "coordinates": [[0.16, -1.80, 0.76], [-1.32, 1.55, -0.07], [2.25, 2.28, -1.09], [-1.13, -1.43, -1.38], [2.18, -1.15, -1.45], [2.61, 1.01, -1.49], [-1.45, 2.48, 0.86], [1.85, -0.07, -1.17], [-2.76, -0.34, 0.44], [0.85, -2.30, 0.14], [0.93, 2.59, -0.73], [-0.54, -3.68, 1.36], [-0.46, -0.78, -0.25], [0.56, -1.16, 1.55], [3.57, 0.82, -1.84], [-1.93, -2.58, 1.14], [-2.17, 1.70, -0.85], [-1.77, 2.03, 1.60], [0.08, 1.48, -0.55], [-0.86, -2.69, 1.45], [-1.26, 0.13, 1.80], [-1.27, -2.31, -1.09], [0.66, 3.57, -0.42], [0.57, 0.20, -0.70], [3.08, 3.07, -1.05], [-0.93, -2.67, 2.53], [-1.51, 0.06, 0.50]], "relative_energy_kj_mol": 0.00, "energy_ev": -21130.36158, "mol_weight_g_mol": 214.21, "smiles": "CC[C@]1(O)c2ccccc2[C@H](O)C1(F)F", "homo_lumo_gap_ev": 10.127}